Entry 1:
142
Properties=species:S:1:pos:R:3:lowdin_charge:R:1 method="wB97M-V/def2-TZVPD" spin_multiplicity=5 s2=6.005 orbital_gap_ev="4.2 / 9.1"
Co -2.141 -1.530 -0.621 0.683
O 1.207 0.377 -0.767 0.093
C 0.028 -0.124 -0.462 -0.834
O -1.017 0.310 -0.958 -0.054
O -0.102 -1.127 0.226 -0.042
H 1.908 -0.162 -0.392 0.049
C 3.629 -1.039 7.207 -0.079
C 3.830 -0.161 6.007 -0.444
C 2.620 -0.375 5.030 -0.153
O 2.749 0.463 3.828 -0.208
C 1.723 0.221 2.858 -0.116
N 3.998 1.230 6.357 0.036
H 3.948 -2.070 7.054 0.077
H 2.628 -1.052 7.639 0.077
H 4.132 -0.612 8.075 0.078
H 4.787 -0.386 5.535 0.137
H 1.710 0.012 5.488 0.118
H 2.367 -1.414 4.820 0.112
H 0.763 0.612 3.197 0.067
H 1.586 -0.851 2.716 0.073
H 1.916 0.762 1.932 0.080
H 3.862 1.659 5.453 0.060
H 3.245 1.616 6.909 0.073
C -4.373 5.057 1.389 -0.042
C -3.466 4.133 0.506 -0.353
C -3.349 2.646 0.873 -0.222
O -2.881 2.514 2.188 -0.189
C -1.478 2.645 2.271 -0.091
N -4.074 4.163 -0.865 0.021
H -4.134 5.094 2.452 0.069
H -5.382 4.650 1.451 0.074
H -4.468 6.101 1.090 0.073
H -2.441 4.459 0.329 0.130
H -2.721 2.131 0.146 0.103
H -4.290 2.096 0.835 0.118
H -1.043 3.628 2.089 0.096
H -0.991 1.869 1.680 0.078
H -1.201 2.321 3.274 0.087
H -5.014 3.798 -0.798 0.076
H -4.318 5.140 -0.944 0.068
C 0.135 -6.061 1.486 -0.064
C 0.647 -4.654 1.731 -0.421
C 2.125 -4.576 2.191 -0.226
O 2.268 -5.344 3.353 -0.182
C 3.576 -5.120 3.958 -0.061
N 0.500 -3.990 0.426 0.047
H 0.801 -6.667 0.871 0.084
H -0.906 -6.199 1.196 0.075
H 0.196 -6.544 2.461 0.067
H 0.153 -4.123 2.545 0.123
H 2.339 -3.529 2.405 0.108
H 2.727 -4.986 1.379 0.124
H 3.735 -4.079 4.237 0.073
H 4.293 -5.395 3.184 0.063
H 3.685 -5.733 4.853 0.088
H -0.487 -4.073 0.226 0.020
H 0.675 -3.002 0.541 0.016
C -3.277 3.078 -4.680 -0.054
C -2.180 2.800 -3.728 -0.435
C -1.464 4.020 -3.220 -0.173
O -0.873 4.636 -4.372 -0.201
C -0.208 5.823 -4.237 -0.142
N -2.753 1.995 -2.659 0.044
H -3.912 2.197 -4.775 0.065
H -2.938 3.430 -5.654 0.082
H -3.893 3.902 -4.320 0.085
H -1.421 2.151 -4.165 0.138
H -0.674 3.815 -2.497 0.123
H -2.090 4.777 -2.747 0.112
H 0.525 5.882 -3.432 0.072
H -0.981 6.566 -4.042 0.087
H 0.306 6.020 -5.178 0.095
H -3.193 2.644 -2.023 0.031
H -1.991 1.633 -2.103 0.036
C 3.089 4.128 -3.426 -0.037
C 2.756 2.606 -3.210 -0.432
C 3.481 1.564 -4.056 -0.203
O 3.132 1.627 -5.405 -0.181
C 1.777 1.390 -5.707 -0.103
N 3.085 2.283 -1.870 0.033
H 2.621 4.905 -2.821 0.058
H 2.794 4.379 -4.445 0.070
H 4.151 4.302 -3.253 0.077
H 1.671 2.509 -3.255 0.120
H 3.375 0.545 -3.685 0.111
H 4.563 1.697 -4.031 0.130
H 1.329 0.800 -4.907 0.075
H 1.593 0.875 -6.650 0.086
H 1.281 2.358 -5.774 0.083
H 3.002 3.130 -1.328 0.068
H 2.323 1.744 -1.483 0.033
C -2.267 -1.781 2.889 -0.047
C -3.520 -1.352 2.162 -0.422
C -4.454 -0.504 3.006 -0.176
O -5.438 0.075 2.138 -0.211
C -6.206 1.043 2.759 -0.130
N -3.130 -0.579 0.979 0.017
H -1.652 -2.421 2.257 0.047
H -2.480 -2.406 3.756 0.087
H -1.669 -0.908 3.149 0.080
H -4.162 -2.177 1.856 0.127
H -3.890 0.318 3.448 0.120
H -4.930 -1.071 3.806 0.135
H -5.613 1.833 3.222 0.086
H -6.841 0.654 3.555 0.089
H -6.838 1.438 1.964 0.094
H -4.049 -0.257 0.712 0.068
H -2.724 0.215 1.452 0.067
C -4.433 -1.141 -4.220 -0.044
C -3.470 -1.576 -3.117 -0.420
C -2.005 -1.595 -3.619 -0.168
O -1.180 -2.071 -2.555 -0.285
C 0.138 -2.326 -3.037 -0.066
N -3.603 -0.682 -1.991 -0.001
H -4.168 -1.598 -5.173 0.081
H -4.385 -0.059 -4.344 0.058
H -5.482 -1.290 -3.962 0.081
H -3.704 -2.573 -2.742 0.112
H -1.769 -0.583 -3.950 0.127
H -1.987 -2.226 -4.508 0.128
H 0.762 -2.752 -2.252 0.076
H 0.515 -1.322 -3.233 0.086
H 0.258 -2.981 -3.899 0.099
H -4.560 -0.598 -1.678 0.099
H -3.522 0.264 -2.335 0.037
C 3.534 -1.893 -1.546 -0.040
C 3.679 -2.149 -0.077 -0.424
C 4.999 -2.912 0.362 -0.168
O 4.984 -4.294 0.034 -0.194
C 5.959 -5.053 0.710 -0.111
N 3.431 -0.933 0.616 0.061
H 3.542 -2.787 -2.170 0.096
H 4.193 -1.124 -1.949 0.083
H 2.552 -1.451 -1.715 0.043
H 2.890 -2.788 0.319 0.105
H 5.110 -2.775 1.438 0.110
H 5.897 -2.475 -0.075 0.123
H 6.931 -4.714 0.351 0.086
H 5.876 -6.097 0.409 0.094
H 5.884 -4.947 1.792 0.068
H 4.257 -0.390 0.408 0.104
H 3.519 -1.172 1.594 0.071

***

Entry 2:
15
Properties=species:S:1:pos:R:3:lowdin_charge:R:1 method="wB97M-V/def2-TZVPD" e_above_lowest_ev=4.6035 orbital_gap_ev=10.4
C 0.387 1.715 0.983 -0.134
N 0.410 0.325 0.632 -0.004
C 0.012 -0.129 -0.489 -0.480
C -0.587 0.650 -1.637 0.004
O 0.112 -1.427 -0.729 -0.017
N 0.701 -2.212 0.552 0.008
O -0.389 -2.732 1.217 -0.045
H -0.310 2.339 0.414 0.067
H 1.392 2.133 0.880 0.080
H 0.102 1.793 2.034 0.073
H 0.105 1.425 -1.964 0.087
H -1.508 1.133 -1.313 0.086
H -0.801 -0.032 -2.455 0.078
H 1.071 -1.510 1.207 0.095
H -0.695 -3.471 0.667 0.104

***

Quick rundown of F_max, same order as above: 3.65; 2.67 eV/Å